[1]
{"formula": "C12H17AlCl4CsF5N8O6", "method": "ωB97M-V/def2-TZVPD", "elements": ["C", "C", "O", "N", "C", "C", "O", "N", "C", "N", "C", "N", "N", "C", "O", "N", "C", "C", "C", "O", "O", "H", "H", "H", "H", "H", "H", "H", "H", "H", "H", "H", "H", "H", "C", "Cl", "Cl", "Cl", "Cl", "C", "O", "N", "N", "H", "H", "H", "H", "F", "Al", "F", "F", "F", "Cs", "F"], "xyz": [[-1.93, -0.05, 1.22], [-0.67, 0.57, 1.79], [-0.71, 1.46, 2.58], [0.62, 0.02, 1.29], [1.55, 1.03, 0.83], [3.04, 0.80, 0.84], [1.08, 2.05, 0.42], [1.16, -0.89, 2.17], [1.60, -0.60, 3.39], [2.03, -1.69, 4.01], [1.82, -2.68, 3.12], [2.13, -3.94, 3.45], [1.93, -5.09, 2.63], [0.78, -5.57, 2.79], [-0.23, -6.10, 2.70], [1.31, -2.24, 1.95], [0.94, -2.88, 0.69], [1.47, -2.14, -0.57], [1.17, -3.04, -1.79], [2.07, -3.45, -2.45], [-0.14, -3.26, -2.06], [-2.59, 0.78, 0.99], [-2.39, -0.73, 1.94], [-1.66, -0.59, 0.31], [3.35, 0.13, 0.04], [3.42, 0.44, 1.79], [3.51, 1.76, 0.66], [1.59, 0.40, 3.80], [2.51, -4.08, 4.37], [1.28, -3.91, 0.62], [-0.15, -2.91, 0.65], [0.87, -1.25, -0.71], [2.53, -1.93, -0.49], [-0.57, -3.59, -1.26], [0.13, 3.49, -2.90], [-0.07, 1.79, -2.55], [-1.11, 3.93, -4.16], [-0.13, 4.46, -1.48], [1.73, 3.79, -3.57], [-4.23, 1.29, -3.22], [-3.39, 1.18, -2.36], [-4.06, 2.15, -4.30], [-5.40, 0.59, -3.22], [-4.74, 2.26, -5.04], [-3.21, 2.67, -4.33], [-5.55, -0.04, -2.46], [-6.10, 0.67, -3.94], [2.02, 5.89, 1.02], [1.35, 5.00, 2.31], [-0.23, 4.52, 1.88], [1.31, 5.94, 3.72], [2.31, 3.59, 2.59], [-3.11, 4.40, -5.57], [-0.26, -4.40, -4.12]], "mulliken_charge": [-1.17, 0.61, -0.38, 0.17, 0.46, -1.28, -0.26, -0.04, 0.12, -0.74, 0.51, 0.05, -0.77, 0.86, -0.30, 0.15, -0.96, 0.60, 0.02, -0.43, -0.33, 0.39, 0.30, 0.28, 0.34, 0.32, 0.41, 0.53, 0.22, 0.55, 0.27, 0.02, 0.21, 0.30, 0.17, 0.00, -0.29, -0.01, -0.08, 0.42, -0.46, -0.39, -0.39, 0.17, 0.34, 0.24, 0.15, -0.40, 0.60, -0.38, -0.39, -0.41, 1.05, -0.95]}

=====

[2]
{"formula": "C12H17AsCuF9N2O4", "method": "ωB97M-V/def2-TZVPD", "charge": -2, "elements": ["Cu", "As", "F", "F", "F", "F", "F", "F", "O", "H", "O", "H", "N", "C", "C", "C", "C", "H", "H", "H", "H", "H", "N", "C", "C", "C", "C", "H", "H", "H", "H", "H", "C", "C", "O", "C", "O", "C", "F", "F", "F", "H", "H", "H", "H", "H"], "xyz": [[-13.81, -11.69, -24.71], [-15.09, -12.45, -20.90], [-15.42, -13.49, -19.41], [-13.46, -13.22, -21.17], [-14.75, -11.37, -22.27], [-16.75, -11.79, -20.62], [-14.29, -11.33, -19.76], [-15.75, -13.67, -22.03], [-13.42, -13.91, -24.72], [-13.58, -13.73, -23.78], [-15.88, -11.88, -25.51], [-16.39, -11.41, -24.82], [-14.60, -10.47, -27.52], [-13.37, -10.85, -28.01], [-12.72, -9.72, -28.31], [-13.53, -8.60, -28.12], [-14.65, -9.09, -27.49], [-15.27, -11.06, -27.05], [-13.06, -11.88, -28.08], [-11.69, -9.63, -28.61], [-13.26, -7.59, -28.39], [-15.57, -8.59, -27.20], [-10.67, -12.84, -24.81], [-10.38, -12.78, -23.51], [-9.05, -12.41, -23.34], [-8.54, -12.07, -24.67], [-9.57, -12.41, -25.52], [-11.44, -13.32, -25.25], [-11.08, -13.19, -22.80], [-8.52, -12.48, -22.40], [-7.57, -11.72, -24.99], [-9.63, -12.47, -26.60], [-12.30, -9.12, -20.94], [-11.36, -10.16, -21.64], [-10.68, -9.65, -22.89], [-11.24, -9.41, -24.08], [-12.47, -9.68, -24.31], [-10.36, -8.73, -25.17], [-10.64, -9.34, -26.33], [-10.59, -7.41, -25.26], [-9.05, -8.93, -24.83], [-11.86, -8.13, -20.91], [-12.57, -9.45, -19.94], [-13.15, -8.81, -21.55], [-11.62, -11.22, -21.72], [-10.55, -10.23, -20.91]], "mulliken_charge": [1.09, 1.92, -0.54, -0.49, -0.42, -0.52, -0.49, -0.48, -1.13, 0.23, -1.11, 0.17, 0.10, -1.00, 0.17, -0.69, -0.56, 0.39, 0.41, 0.40, 0.40, 0.40, 0.21, -0.57, -0.79, -0.46, -0.79, 0.32, 0.71, 0.43, 0.45, 0.46, -1.25, 0.21, -0.25, 0.42, -0.61, 0.72, -0.17, -0.27, -0.24, 0.42, 0.33, 0.29, 0.00, 0.19]}

=====

[3]
{"formula": "C12H17B2Br33FNO7S", "method": "ωB97M-V/def2-TZVPD", "elements": ["O", "S", "O", "F", "N", "C", "B", "O", "O", "O", "B", "O", "O", "H", "H", "H", "H", "H", "H", "C", "Br", "Br", "Br", "H", "C", "Br", "Br", "Br", "H", "C", "Br", "Br", "Br", "H", "C", "Br", "Br", "Br", "H", "C", "Br", "Br", "Br", "H", "C", "Br", "Br", "Br", "H", "C", "Br", "Br", "Br", "H", "C", "Br", "Br", "Br", "H", "C", "Br", "Br", "Br", "H", "C", "Br", "Br", "Br", "H", "C", "Br", "Br", "Br", "H"], "xyz": [[3.80, 1.51, 4.78], [2.87, 1.03, 3.83], [2.30, 2.01, 3.02], [1.73, 0.36, 4.63], [3.41, -0.25, 2.89], [4.80, -0.08, 2.45], [4.91, 0.14, 0.87], [4.53, -0.77, -0.09], [5.45, 1.30, 0.44], [3.23, -1.48, 3.57], [2.21, -2.25, 3.01], [1.38, -1.82, 2.01], [2.06, -3.51, 3.50], [5.35, 0.71, 2.96], [5.32, -1.01, 2.70], [4.10, -1.52, 0.35], [5.17, 1.49, -0.47], [0.58, -1.43, 2.38], [2.18, -3.48, 4.47], [-0.12, 3.23, 0.24], [0.30, 1.37, 0.53], [-1.05, 3.51, -1.42], [-1.09, 3.95, 1.75], [0.81, 3.77, 0.18], [-1.48, 1.65, 5.56], [-1.25, 0.61, 3.95], [-0.95, 0.67, 7.13], [-0.54, 3.33, 5.42], [-2.53, 1.87, 5.65], [6.38, 0.21, -3.02], [5.50, 1.89, -3.41], [6.96, -0.68, -4.62], [7.82, 0.45, -1.76], [5.65, -0.43, -2.54], [-0.66, -2.22, -0.74], [-0.24, -4.08, -0.45], [-1.53, -1.94, -2.43], [-1.69, -1.50, 0.72], [0.28, -1.67, -0.76], [-3.01, -1.78, -6.41], [-2.75, -3.53, -7.16], [-4.14, -1.83, -4.85], [-1.34, -0.90, -6.03], [-3.53, -1.19, -7.15], [-7.78, 0.37, -5.40], [-8.10, -1.37, -4.65], [-7.02, 1.58, -4.11], [-6.71, 0.27, -7.00], [-8.74, 0.78, -5.69], [0.11, 7.83, 5.17], [-0.43, 6.60, 3.80], [-1.21, 7.97, 6.57], [1.85, 7.38, 5.88], [0.19, 8.81, 4.72], [3.36, 1.77, 7.93], [4.90, 2.89, 8.21], [3.63, 0.00, 8.65], [1.76, 2.58, 8.62], [3.23, 1.66, 6.86], [-4.69, -3.85, -0.60], [-5.53, -2.60, -1.80], [-5.97, -4.75, 0.51], [-3.56, -5.09, -1.55], [-4.05, -3.27, 0.06], [-7.36, -5.87, -5.35], [-6.05, -5.34, -4.04], [-9.11, -6.07, -4.57], [-7.38, -4.66, -6.85], [-7.06, -6.83, -5.73], [2.01, 0.62, -7.03], [1.27, 2.28, -7.66], [2.88, -0.36, -8.44], [3.18, 0.89, -5.52], [1.18, 0.01, -6.69]], "mulliken_charge": [-0.74, 1.20, -0.46, -0.12, 0.63, -0.98, 0.57, -0.40, -0.40, -0.72, 0.43, 0.10, -0.43, 0.35, 0.34, 0.20, 0.22, 0.10, 0.31, -0.44, 0.07, -0.04, -0.02, 0.38, -0.44, 0.01, -0.04, 0.02, 0.40, -0.10, -0.09, -0.03, -0.04, 0.18, -0.16, -0.01, 0.04, -0.05, 0.16, -0.33, -0.03, 0.26, -0.08, 0.33, -0.37, 0.01, -0.01, -0.04, 0.36, -0.37, 0.02, -0.01, 0.00, 0.35, 0.92, -0.06, -0.04, -0.04, -0.75, -0.04, 0.03, -0.02, -0.05, -0.04, -0.38, 0.11, -0.03, -0.03, 0.34, 0.41, -0.01, -0.03, 0.12, -0.51]}

=====

[4]
{"formula": "C12H17BBeBrFI2NO3", "method": "ωB97M-V/def2-TZVPD", "charge": 1, "elements": ["C", "C", "N", "C", "C", "C", "C", "O", "O", "B", "Br", "C", "C", "F", "O", "C", "C", "I", "C", "C", "I", "H", "H", "H", "H", "H", "H", "H", "H", "H", "H", "H", "H", "H", "H", "H", "H", "H", "Be"], "xyz": [[1.12, 0.97, -3.67], [1.47, 0.18, -2.30], [2.04, -0.99, -2.43], [1.16, 0.91, -0.92], [0.72, -0.08, 0.26], [2.02, -0.87, 0.85], [3.04, 0.07, 1.64], [4.17, 0.32, 1.15], [-0.01, -1.21, -0.31], [-1.31, -1.38, 0.31], [-2.55, -0.86, -1.24], [-1.86, -2.90, 0.65], [-2.26, -3.78, -0.63], [-2.09, -5.18, -0.24], [-1.26, -0.48, 1.46], [-0.14, 0.46, 1.51], [-0.91, 1.86, 1.41], [-3.11, 1.82, 1.29], [-0.32, 3.15, 1.41], [-1.24, 4.46, 1.32], [1.82, 3.40, 1.57], [1.72, 0.51, -4.54], [0.00, 0.98, -3.89], [1.56, 2.03, -3.55], [2.17, -1.24, -3.42], [0.34, 1.69, -1.05], [2.15, 1.39, -0.58], [1.67, -1.73, 1.54], [2.63, -1.37, 0.01], [2.80, 0.60, 2.62], [-2.84, -2.75, 1.26], [-1.15, -3.52, 1.32], [-1.60, -3.64, -1.54], [-3.37, -3.69, -0.91], [0.38, 0.36, 2.53], [-0.60, 5.42, 1.31], [-1.97, 4.46, 0.45], [-1.84, 4.49, 2.31], [-2.57, -3.85, 3.02]], "mulliken_charge": [-1.13, 0.33, -0.61, -0.63, 0.79, -0.75, -0.07, -0.48, -0.31, 0.54, -0.12, -0.36, -0.46, -0.35, -0.47, 0.80, -0.97, 0.10, 0.25, -1.17, 0.11, 0.42, 0.23, 0.29, 0.27, 0.45, 0.28, 0.34, 0.32, 0.38, -0.01, 0.38, 0.30, 0.32, 0.36, 0.33, 0.34, 0.36, 0.58]}

=====

Number 1: highest occupied orbital energy -4.960 eV, frontier orbital gap 3.12 eV. Number 2: highest occupied orbital energy -1.079 eV, frontier orbital gap 5.86 eV. Number 3: highest occupied orbital energy -9.977 eV, frontier orbital gap 9.67 eV. Number 4: highest occupied orbital energy -11.581 eV, frontier orbital gap 2.90 eV.